# C4H4LiO5Ru

A molecular structure, C4H4LiO5Ru (the ωB97M-V functional and the def2-TZVPD basis, the Open Molecules 2025 dataset).

The energy above the lowest of the compared OMol25 structures with the same formula, charge and spin is 0.0000 eV. The HOMO-LUMO gap (alpha / beta) is 4.74 / 6.60 eV. The electronic energy is -17224.0293 eV. The LUMO energy (alpha / beta) comes out at -4.97 / -6.94 eV. The expectation value of S² is 12.02. The HOMO energy (alpha / beta) is -0.35714 / -0.49780 hartree. For the max |F|, the calculation gives 4.9 eV/A.

```
! RIJCOSX wB97M-V def2-TZVPD def2/J DEFGRID3
* xyz 1 7
O -0.4893 -2.0287 -0.5178
O -0.7698 -0.1343 0.6022
C -1.1581 1.1598 0.0941
C -2.6487 1.3279 0.3774
O -3.3957 0.2931 -0.1296
C 0.0214 -0.9540 -0.1424
H -0.5371 1.9242 0.5847
H -0.9771 1.1953 -0.9912
H -2.9211 2.3238 -0.0441
H -2.7621 1.4337 1.4826
O 2.1976 -0.0786 0.3025
O 1.6070 -0.3052 -1.8153
C 1.3113 -0.4402 -0.5657
Li -2.5456 -1.2909 -0.0252
Ru 3.3356 0.3639 -1.2102
*
```

---

# C4H4MgNaO3

A molecular structure, C4H4MgNaO3 (the ωB97M-V functional and the def2-TZVPD basis, the Open Molecules 2025 dataset).

The energy above the lowest of the compared OMol25 structures with the same formula, charge and spin is 0.0000 eV. The HOMO-LUMO gap (alpha / beta) is 5.60 / 7.92 eV. The electronic energy is -20197.7816 eV. The LUMO energy (alpha / beta) comes out at -9.47 / -9.47 eV. The expectation value of S² is 0.75. The HOMO energy (alpha / beta) is -0.55360 / -0.63881 hartree. For the max |F|, the calculation gives 1.5 eV/A.

```
! RIJCOSX wB97M-V def2-TZVPD def2/J DEFGRID3
* xyz 2 2
O -1.5833 1.6665 2.1655
C -0.6551 0.9889 1.6401
O -0.1657 0.0005 2.2610
O -0.2225 1.3563 0.4512
C 0.7322 0.5435 -0.2252
Mg -1.4509 0.4408 3.7619
H 1.4404 0.1041 0.4885
H 1.2922 1.1987 -0.8986
C 0.0621 -0.5902 -0.9767
C 0.3692 -0.8222 -2.2759
H -0.8799 -0.7302 -1.9923
H -0.4577 -1.3252 -0.3381
Na 1.5190 -2.8316 -4.0615
*
```